Formula: H2N2O3S
Source: OMol25
Level of theory: ωB97M-V/def2-TZVPD

Cartesian coordinates (Å):
N  0.7446  0.1422  0.5643
N  2.9493  0.0766  -0.0486
O  2.8195  1.0559  0.6086
O  3.8279  -0.4406  -0.6423
O  1.6389  -0.6052  -0.1668
S  -0.1875  1.2767  -0.4743
H  0.1932  -0.4747  1.1411
H  -0.9596  0.3781  -1.1405

The total charge is 0. Its structure (SMILES) is O=[N+]([O-])ONS. Its HOMO-LUMO gap is 10.60 eV. The highest occupied orbital energy comes out at -10.27 eV.

---

Formula: H2N2O3S
Source: OMol25
Level of theory: ωB97M-V/def2-TZVPD

Cartesian coordinates (Å):
N  1.1287  0.1304  0.4016
N  -0.7207  -1.0717  -0.6092
O  -1.3238  -1.6665  -1.4459
O  -0.4017  2.1813  0.4555
O  -1.3252  0.0490  -0.1665
S  -0.2577  0.8645  0.9543
H  1.1510  -0.8292  0.6883
H  1.7493  0.3423  -0.2780

The total charge is 0. Its HOMO-LUMO gap is 10.41 eV. The highest occupied orbital energy comes out at -10.24 eV.

---

Formula: H2N2O4S
Source: OMol25
Level of theory: ωB97M-V/def2-TZVPD

Cartesian coordinates (Å):
N  -0.7557  0.0610  0.5350
N  -1.3473  -1.9659  -0.6340
O  -1.1286  -2.5847  0.3980
O  -1.2833  -0.6687  -0.5531
O  1.7581  0.8052  -1.2997
O  1.3840  2.4641  0.4755
S  1.9275  2.1461  -0.7932
H  0.2235  0.2391  0.3319
H  -0.7781  -0.4963  1.5397

The total charge is 0. Its HOMO-LUMO gap is 8.72 eV. The highest occupied orbital energy comes out at -10.28 eV.

---

Formula: H2N2P2
Source: OMol25
Level of theory: ωB97M-V/def2-TZVPD

Cartesian coordinates (Å):
N  1.8633  1.0160  -0.0170
N  -0.6276  -0.7781  -0.0161
P  1.7470  -0.4460  0.0149
P  -1.5109  0.5051  0.0029
H  -1.0757  -1.6824  -0.0946
H  -0.3962  1.3854  0.1100

The total charge is 0. Its HOMO-LUMO gap is 8.58 eV. The highest occupied orbital energy comes out at -9.62 eV.

---

Formula: H2N3O2
Source: OMol25
Level of theory: ωB97M-V/def2-TZVPD

Cartesian coordinates (Å):
N  0.3059  -0.4932  1.4571
N  0.8713  -0.6661  0.4065
N  -1.1152  0.9130  -0.1369
O  -2.1151  1.6452  -0.3684
O  -0.5356  0.4197  -1.1313
H  1.8077  -0.2267  -0.0921
H  0.7809  -1.5919  -0.1350

The total charge is -1. Its HOMO-LUMO gap is 7.53 eV. The highest occupied orbital energy comes out at -3.12 eV.

---

Formula: H2N3O2
Source: OMol25
Level of theory: ωB97M-V/def2-TZVPD

Cartesian coordinates (Å):
N  0.7137  0.9260  0.3712
N  -1.9968  0.3813  0.1901
N  1.2900  -0.1264  0.0047
O  2.5684  0.2561  0.2250
O  0.9727  -1.2312  -0.4774
H  -1.9553  -0.5745  0.5031
H  -1.5928  0.3687  -0.8167

The total charge is -1. Its HOMO-LUMO gap (spin up / spin down) is 8.84 / 7.22 eV. The highest occupied orbital energy (spin up / spin down) comes out at -4.02 / -3.62 eV.

---

Formula: H2N3O2S
Source: OMol25
Level of theory: ωB97M-V/def2-TZVPD

Cartesian coordinates (Å):
N  1.6904  -0.5640  -0.9391
N  -0.8472  0.2581  0.4284
N  -1.8747  0.9472  0.8077
O  -2.1783  0.3761  2.3716
O  0.8720  -0.0878  -1.7203
S  3.1851  -0.8576  -1.5338
H  -0.3004  0.3614  -0.4894
H  -0.5469  -0.4333  1.0748

The total charge is -1. Its HOMO-LUMO gap is 6.99 eV. The highest occupied orbital energy comes out at -4.03 eV.

---

Formula: H2N3O2S
Source: OMol25
Level of theory: ωB97M-V/def2-TZVPD

Cartesian coordinates (Å):
N  -0.2725  0.5918  -0.2222
N  0.7871  1.3206  0.2865
N  1.5895  0.5035  0.7734
O  0.7435  2.5853  0.2951
O  -1.0613  -1.8502  -0.7698
S  0.4282  -0.9696  0.1407
H  -1.2018  0.6923  0.0045
H  -1.0128  -2.8737  -0.5082

The total charge is -1. Its HOMO-LUMO gap (spin up / spin down) is 4.68 / 6.15 eV. As for the spin multiplicity: 3. The highest occupied orbital energy (spin up / spin down) comes out at -0.77 / -3.61 eV.

---

Formula: H2N3O3
Source: OMol25
Level of theory: ωB97M-V/def2-TZVPD

Cartesian coordinates (Å):
N  0.0646  -0.2010  0.6294
N  -1.6598  -1.1979  -1.4031
N  0.5427  -0.5354  1.7595
O  -1.9839  -0.3899  -2.2574
O  -0.1273  -1.1018  2.6318
O  1.7289  -0.1371  1.9645
H  0.8204  0.5229  0.2977
H  -1.2843  -0.7213  -0.5277

The total charge is -1. Its HOMO-LUMO gap is 8.08 eV. The highest occupied orbital energy comes out at -4.34 eV.

---

Formula: H2N3P3
Source: OMol25
Level of theory: ωB97M-V/def2-TZVPD

Cartesian coordinates (Å):
N  -0.9351  0.9521  -0.2014
N  0.8585  -0.8122  -0.6358
N  0.9673  -0.1474  1.6020
P  -1.7515  -0.2603  0.2472
P  0.1785  -1.4195  0.8020
P  1.2332  0.6941  0.2359
H  -1.3064  1.8647  -0.4227
H  0.7554  -0.8714  -1.6272

The total charge is 0. Its HOMO-LUMO gap is 7.10 eV. The highest occupied orbital energy comes out at -8.24 eV.

---

Formula: H2N4O2
Source: OMol25
Level of theory: ωB97M-V/def2-TZVPD

Cartesian coordinates (Å):
N  0.5707  -0.0625  0.4846
N  1.1182  0.4263  -1.4825
N  -0.2488  -0.3594  1.4746
N  0.0250  0.3176  -0.6457
O  0.9542  0.7360  -2.6066
O  -1.2155  0.3324  -0.9318
H  -1.3093  -0.5418  1.2992
H  0.1054  -0.8485  2.4081

The total charge is 0. Its structure (SMILES) is N/N=[N+](\[O-])N=O. Its HOMO-LUMO gap is 8.29 eV. The highest occupied orbital energy comes out at -9.31 eV.

---

Formula: H2N4O6S3
Source: OMol25
Level of theory: ωB97M-V/def2-TZVPD

Cartesian coordinates (Å):
N  -0.8778  1.6537  -1.2657
N  0.4931  -0.4827  2.0811
N  0.4347  0.7757  -0.8225
N  -0.2266  -0.9744  1.0762
O  -0.5354  2.4320  -2.0644
O  -1.8756  1.4026  -0.7009
O  0.3044  -0.9501  3.1590
O  1.2978  0.3512  1.8035
O  1.3431  -1.6053  -0.8138
O  -1.0104  -1.1306  -1.2214
S  1.8076  1.5929  -0.6916
S  -1.4814  -2.1266  1.3594
S  0.1950  -0.8618  -0.5986
H  2.4314  1.2375  -1.9258
H  -2.2999  -1.3143  0.6254

The total charge is 0. Its structure (SMILES) is O=[N+]([O-])N(S)S(=O)(=O)N(S)[N+](=O)[O-]. Its HOMO-LUMO gap is 9.81 eV. The highest occupied orbital energy comes out at -10.13 eV.

---

Calculated values (eV/A) of largest force on an atom for the records, taken in order: 2.2, 4.6, 4.3, 1.0, 3.7, 3.7, 6.5, 9.3, 3.0, 2.3, 3.7, 3.7.
Calculated values (a.u.) of calculated total energy for the records, taken in order: -734.401887, -734.479454, -809.684074, -793.335514, -315.792954, -315.744697, -713.967666, -713.874661, -391.035113, -1189.494266, -370.482857, -1865.888675.
Calculated values (eV) of energy relative to the best compared isomer or geometry (same formula, charge and spin) for the records, taken in order: 3.7966, 1.6858, 2.5648, 1.6995, 3.1568, 4.4700, 3.2532, 3.5342, 4.4570, 1.4202, 3.8444, 0.0000.